1.
# C42H61B3NO41P

A structure of composition C42H61B3NO41P at a distorted geometry (the ωB97M-V functional and the def2-TZVPD basis, the Open Molecules 2025 dataset).

Each line ends with the Mulliken charge.
Geometry (Å):
C: -2.96040 -1.96870 -3.26969  -0.688
C: -2.38929 -2.70753 -4.56858  0.953
C: -1.52993 -3.94055 -4.00665  -1.371
C: -3.52003 -3.35473 -5.47228  -0.522
B: -4.84736 -2.47918 -5.58010  0.307
O: -4.81124 -1.12829 -6.02568  -0.220
B: -5.78170 -0.42150 -5.28705  0.362
N: -5.36850 0.83204 -4.58865  -0.582
C: -5.43858 0.66004 -3.38146  0.746
O: -5.60117 0.31726 -2.29347  -0.441
O: -7.11774 -0.89145 -5.19490  -0.232
B: -6.99224 -2.20982 -4.64794  0.419
P: -8.05691 -2.60077 -3.09510  0.240
C: -8.32260 -4.45905 -2.95216  -0.772
O: -9.54578 -1.80331 -3.36329  -0.554
O: -6.09125 -3.11486 -5.25041  -0.225
H: -2.14511 -1.98519 -2.48961  0.168
H: -3.80526 -2.56172 -2.81196  0.381
H: -3.21888 -0.89164 -3.43289  -0.265
H: -1.65943 -2.07749 -5.14338  0.200
H: -2.17411 -4.42302 -3.22533  0.311
H: -0.53399 -3.62527 -3.61398  0.308
H: -1.38273 -4.62205 -4.89281  0.339
H: -3.72922 -4.36917 -5.02491  -0.146
H: -3.08185 -3.52308 -6.50146  0.195
H: -7.69369 -5.04024 -3.66736  0.060
H: -8.03241 -4.76235 -1.91782  0.292
H: -9.42118 -4.64416 -3.06649  0.380
H: -10.03848 -2.24430 -4.07843  0.306
C: -0.39621 1.02233 -4.47239  -0.358
C: 0.23695 1.98564 -3.51735  -0.191
O: 0.21557 1.26997 -2.28344  -0.303
C: 0.16161 -0.05654 -2.58646  0.599
O: 0.29747 -0.93816 -1.78892  -0.534
O: -0.06732 -0.25110 -3.90971  -0.308
H: -0.00308 1.11201 -5.47436  0.585
H: -1.48508 1.12077 -4.50755  0.107
H: 1.27485 2.21382 -3.77595  0.146
H: -0.31955 2.91746 -3.43558  0.283
C: -0.02800 -1.70316 2.58353  0.072
C: -0.71732 -1.72081 1.25145  0.561
O: -1.72372 -2.71890 1.42500  -0.299
C: -1.97483 -2.81156 2.75611  0.551
O: -2.87644 -3.43040 3.23082  -0.583
O: -1.06316 -2.10452 3.48107  -0.375
H: 0.35299 -0.71609 2.84454  0.105
H: 0.79036 -2.42538 2.64108  0.178
H: -1.20126 -0.76822 1.01797  0.192
H: -0.04372 -1.98425 0.43825  -0.320
C: 1.55422 1.18855 6.31367  -0.334
C: 2.24277 -0.13830 6.45126  0.083
O: 2.59106 -0.45727 5.10351  -0.317
C: 2.65558 0.71206 4.41642  0.678
O: 3.08182 0.81709 3.30743  -0.558
O: 2.17302 1.74624 5.15463  -0.352
H: 1.70421 1.82884 7.18211  0.261
H: 0.48183 1.08813 6.12780  0.288
H: 3.15281 -0.07642 7.04518  -0.058
H: 1.59482 -0.90356 6.87626  0.329
C: -6.40210 -7.65053 -4.80383  -0.348
C: -5.12686 -8.44667 -4.76112  -0.401
O: -4.19970 -7.52988 -4.18833  -0.320
C: -4.91561 -6.62194 -3.47220  0.605
O: -4.43989 -5.81950 -2.73608  -0.479
O: -6.25157 -6.75198 -3.70832  -0.201
H: -7.28816 -8.27176 -4.67735  0.322
H: -6.50368 -7.07073 -5.72506  0.251
H: -5.20220 -9.32425 -4.11392  0.279
H: -4.79862 -8.76388 -5.75020  0.302
C: 6.63604 1.94531 8.63339  -0.363
C: 5.62921 3.03060 8.88584  -0.046
O: 4.38377 2.34338 8.76493  -0.348
C: 4.62223 1.03014 9.01555  0.703
O: 3.76958 0.20834 9.15963  -0.564
O: 5.95525 0.77370 9.08123  -0.349
H: 7.56067 2.09496 9.18913  0.302
H: 6.87444 1.83205 7.57282  0.256
H: 5.70593 3.44843 9.89126  0.078
H: 5.69836 3.84060 8.16082  0.358
C: 4.09978 0.90191 -0.15794  -0.324
C: 3.53262 0.01987 -1.22892  0.767
O: 3.28003 0.93115 -2.29193  -0.301
C: 4.10262 1.99896 -2.11477  0.615
O: 4.26015 2.86659 -2.91844  -0.573
O: 4.72040 1.95012 -0.90484  -0.362
H: 4.82704 0.38581 0.46685  0.260
H: 3.32614 1.33277 0.48126  0.252
H: 4.24534 -0.73535 -1.57242  0.093
H: 2.61433 -0.47678 -0.91631  -0.436
C: 0.77460 5.97740 -5.26449  0.076
C: 1.28176 5.97826 -6.67658  -0.305
O: 1.25847 4.59280 -7.02294  -0.355
C: 0.34809 3.98992 -6.21902  0.664
O: -0.03554 2.86562 -6.35954  -0.581
O: -0.07223 4.82331 -5.23618  -0.318
H: 0.21305 6.88519 -5.01954  0.011
H: 1.57533 5.84587 -4.53151  0.224
H: 0.62377 6.52396 -7.35824  0.246
H: 2.28946 6.38262 -6.75867  0.330
C: -7.70951 1.12426 0.44658  -0.281
C: -6.62473 0.12612 0.73225  0.068
O: -6.03181 0.63236 1.92691  -0.303
C: -6.96572 1.39983 2.54796  0.591
O: -6.85394 1.83679 3.64985  -0.534
O: -8.04748 1.60440 1.74606  -0.354
H: -8.57461 0.67454 -0.03925  0.287
H: -7.35808 1.96293 -0.16039  0.283
H: -7.01812 -0.87431 0.92964  0.206
H: -5.89242 0.06583 -0.06998  0.098
C: 4.68452 -4.61261 -0.47194  -0.305
C: 4.96287 -3.58811 0.58964  -0.252
O: 3.81511 -2.74261 0.52589  -0.216
C: 2.80324 -3.47744 -0.01422  0.417
O: 1.66410 -3.12735 -0.05442  -0.464
O: 3.25821 -4.65996 -0.49771  -0.341
H: 5.10514 -5.59251 -0.23048  0.319
H: 5.04545 -4.30368 -1.45771  0.241
H: 5.02357 -4.02576 1.58800  0.221
H: 5.87383 -3.02134 0.39572  0.346
C: 5.02079 7.02147 12.20608  -0.359
C: 5.72007 5.69786 12.34674  -0.324
O: 6.07163 5.38031 11.00135  -0.297
C: 6.12705 6.55445 10.31119  0.645
O: 6.55311 6.66066 9.20600  -0.507
O: 5.63446 7.58279 11.04894  -0.327
H: 5.16488 7.66492 13.07292  0.303
H: 3.94960 6.91197 12.01959  0.270
H: 6.63300 5.76669 12.94341  0.255
H: 5.07685 4.92850 12.77246  0.321
C: 9.12537 -6.04009 2.37212  -0.339
C: 8.08416 -5.44975 3.28156  -0.323
O: 6.91798 -5.44164 2.46171  -0.265
C: 7.08651 -6.39515 1.50757  0.644
O: 6.22947 -6.76178 0.76379  -0.588
O: 8.35564 -6.87639 1.51160  -0.317
H: 9.87221 -6.62049 2.91196  0.297
H: 9.63260 -5.28354 1.76819  0.264
H: 7.89399 -6.07059 4.16030  0.259
H: 8.33681 -4.44211 3.60886  0.310
C: -2.98720 10.27485 -4.52730  -0.310
C: -3.15467 9.56838 -5.84323  -0.291
O: -1.82590 9.15021 -6.14712  -0.301
C: -1.14796 9.07486 -4.97404  0.655
O: -0.06026 8.59462 -4.85576  -0.621
O: -1.86260 9.61160 -3.95470  -0.300
H: -3.86259 10.17969 -3.88650  0.293
H: -2.74885 11.33451 -4.64710  0.281
H: -3.79430 8.68575 -5.76708  0.263
H: -3.54505 10.22143 -6.62246  0.285

Atoms 1-6, force components in eV/Å:
C 0.8945 -0.3570 -0.1870
C 0.5179 -0.8522 1.2680
C -0.7420 0.5710 -0.9953
C 0.4504 0.2125 -0.0856
B 0.4601 -1.1074 -1.0041
O -1.2660 -0.6830 2.0592

Values from the calculation:
**LUMO level**: 0.26 eV
**Molar mass**: 1299.3 g/mol
**Gap between HOMO and LUMO**: 8.6 eV
**Strongest force on any atom**: 2.7 eV Å⁻¹

***

2.
# C4H6N2OS

The molecule C4H6N2OS at a distorted geometry (the ωB97M-V functional and the def2-TZVPD basis, the Open Molecules 2025 dataset).

Each line ends with the natural charge from an NBO analysis.
Geometry (Å):
C: -0.41816 0.19086 0.20775  0.054
C: 1.61242 -1.22268 -0.16343  -0.330
C: 1.98030 0.04984 0.04293  -0.208
C: 0.85204 0.98404 0.40007  0.017
H: -2.56170 -0.74807 -0.68518  0.346
H: -3.41247 0.63041 -0.38148  0.366
H: 2.24554 -2.06115 -0.37919  0.231
H: 2.98083 0.37885 -0.04943  0.226
H: 0.95853 1.29158 1.42410  0.189
H: -0.00668 2.51330 -0.35404  0.483
N: -2.67754 0.03366 -0.02912  -0.637
N: -1.53340 0.77229 0.15102  -0.266
O: 0.88235 2.13988 -0.39979  -0.699
S: -0.12161 -1.54862 -0.00961  0.227

Atoms 1-6, force components in eV/Å:
C -0.2031 -0.3530 0.0315
C -0.1690 0.9807 0.3087
C -1.2199 -1.1608 -0.1918
C 0.6119 -0.3486 -0.6904
H 0.1369 0.1722 0.2821
H 0.0681 0.1155 0.1188

Values from the calculation:
**LUMO level**: 0.76 eV
**SMILES**: N/N=C1\SC=C[C@H]1O
**Energy relative to the best compared isomer or geometry (same formula, charge and spin)**: 62.65 kcal/mol
**Molar mass**: 130.2 g/mol
**Gap between HOMO and LUMO**: 9.2 eV
**Strongest force on any atom**: 1.7 eV Å⁻¹

***

3.
# C5H14O5

A cluster of 4 separate species, C5H14O5 in total at a distorted geometry (the ωB97M-V functional and the def2-TZVPD basis, the Open Molecules 2025 dataset).

Each line ends with the natural charge from an NBO analysis.
Geometry (Å):
O: 1.05636 0.03656 -1.28758  -0.611
C: 0.09714 -0.72121 -1.22186  0.794
O: 0.32475 -2.06130 -1.00628  -0.705
C: -1.35826 -0.37807 -1.36389  -0.551
C: -1.92219 -0.73977 -0.00181  -0.459
C: -1.82908 0.45033 0.96548  -0.163
C: -0.92414 1.40618 0.94161  -0.447
H: 1.25654 -2.13024 -0.71052  0.499
H: -1.46700 0.79856 -1.42960  0.291
H: -1.79280 -1.14552 -2.19475  0.254
H: -2.94846 -1.13652 -0.08936  0.229
H: -1.27380 -1.50948 0.59867  0.246
H: -2.59157 0.38131 1.78578  0.208
H: -0.12828 1.33622 0.30424  0.201
H: -0.89008 2.33412 1.50610  0.212
H: 3.44439 -0.70944 2.68333  0.478
H: 3.67814 0.77062 2.27773  0.470
O: 2.96110 0.14109 2.62497  -0.948
H: 1.05779 0.04094 3.42912  0.479
H: 0.24249 -0.33806 2.19397  0.471
O: 0.62378 -0.68911 3.02297  -0.953
H: 0.56669 2.61576 -3.00640  0.484
H: -0.25833 1.61070 -3.93660  0.462
O: -0.37555 2.19480 -3.27018  -0.942

Atoms 1-6, force components in eV/Å:
O -1.3472 -0.7214 0.2500
C 2.2416 0.2981 -0.9630
O 0.0710 0.6780 0.1947
C -0.0362 -0.3587 -0.7577
C 0.5721 -0.5232 2.3969
C -2.0400 -0.9017 0.9594

Values from the calculation:
**LUMO level**: 0.53 eV
**SMILES**: C=CCCC(=O)O.O.O.O
**Energy relative to the best compared isomer or geometry (same formula, charge and spin)**: 60.30 kcal/mol
**Molar mass**: 154.2 g/mol
**Gap between HOMO and LUMO**: 10.2 eV
**Strongest force on any atom**: 6.9 eV Å⁻¹

***

4.
# C52H43BrN6OPTl

A structure of composition C52H43BrN6OPTl at a distorted geometry (the ωB97M-V functional and the def2-TZVPD basis, the Open Molecules 2025 dataset).

Each line ends with the Mulliken charge.
Geometry (Å):
Tl: 0.77407 0.65443 0.54710  1.727
C: -0.08973 3.67693 2.52830  -0.560
N: -0.80693 2.42023 2.42260  0.721
C: -2.14043 2.60773 1.88480  -0.770
C: -2.10603 3.04293 0.44350  0.265
C: -2.80813 4.15383 -0.00830  -1.090
C: -2.78453 4.46043 -1.35870  -0.711
C: -2.06873 3.64533 -2.21910  -1.093
C: -1.38933 2.56703 -1.67630  -0.265
N: -1.41083 2.28143 -0.38890  1.068
C: -0.82693 1.72263 3.69470  -0.788
C: -1.27573 0.29473 3.57240  0.282
C: -2.01733 -0.32427 4.57340  -1.225
C: -2.33323 -1.66587 4.42950  -0.740
C: -1.88963 -2.34517 3.30600  -1.255
C: -1.14683 -1.64297 2.37270  -0.778
N: -0.86533 -0.36177 2.49920  1.002
C: 1.36157 3.42043 2.83650  0.230
C: 2.06137 4.15623 3.78280  -1.146
C: 3.40727 3.88153 3.96560  -0.695
C: 4.00097 2.89143 3.20110  -1.298
C: 3.21717 2.20333 2.28800  -0.027
N: 1.93407 2.46213 2.12170  0.885
H: -0.54203 4.35193 3.28070  0.283
H: -0.14353 4.17343 1.55300  0.352
H: -2.72063 3.33863 2.47430  0.217
H: -2.65163 1.64213 1.94300  0.454
H: -3.36283 4.76633 0.68370  0.537
H: -3.33123 5.31323 -1.73340  0.472
H: -2.02323 3.85013 -3.27540  0.547
H: -0.80733 1.89543 -2.29390  0.227
H: -1.44053 2.25023 4.44850  0.305
H: 0.20397 1.67393 4.05760  0.379
H: -2.31463 0.23953 5.44530  0.532
H: -2.90773 -2.17857 5.18560  0.428
H: -2.09723 -3.39367 3.15770  0.563
H: -0.74233 -2.13777 1.50100  0.975
H: 1.56497 4.92793 4.35420  0.511
H: 3.97887 4.44503 4.68760  0.425
H: 5.04897 2.66713 3.31410  0.507
H: 3.60637 1.41893 1.66140  0.103
Br: 3.94117 -6.24717 1.81100  -0.250
C: 3.48917 -4.39467 1.95110  -0.266
C: 2.84957 -3.95137 3.11530  -0.521
C: 2.46657 -2.64947 3.19380  -0.628
C: 2.65657 -1.69727 2.13210  -0.143
O: 2.25427 -0.51987 2.27970  -0.365
C: 3.34987 -2.18817 0.95580  0.686
C: 3.67117 -1.40927 -0.19000  0.003
N: 3.25957 -0.20867 -0.44360  0.488
C: 3.56087 0.44963 -1.61170  0.720
C: 4.22967 -0.09137 -2.70560  -1.245
C: 4.39797 0.61093 -3.89620  -1.117
C: 3.89077 1.87273 -4.04850  -0.898
C: 3.24227 2.49503 -2.97000  1.068
C: 2.73867 3.80873 -3.06580  -0.820
C: 2.22947 4.41843 -1.95260  -1.246
C: 2.17287 3.67583 -0.76600  -0.033
N: 2.55217 2.42753 -0.66890  0.322
C: 3.09787 1.80833 -1.73160  0.236
C: 3.74917 -3.53827 0.91820  -0.851
H: 2.68397 -4.63237 3.93860  0.444
H: 1.96597 -2.27947 4.07610  0.476
H: 4.32937 -1.94587 -0.89220  -0.051
H: 4.61987 -1.09557 -2.66030  0.303
H: 4.93697 0.14523 -4.70760  0.407
H: 3.99687 2.41493 -4.97490  0.420
H: 2.79167 4.32513 -4.01470  0.429
H: 1.88907 5.44233 -1.97340  0.489
H: 1.81617 4.13573 0.14800  0.229
H: 4.25947 -3.89507 0.03240  0.445
C: 0.24657 -2.03327 -5.36020  -0.700
C: 0.73187 -1.07737 -4.48310  -0.774
C: 0.16837 -0.94517 -3.22590  0.489
C: -0.87193 -1.77797 -2.82440  0.174
C: -1.31243 -2.77407 -3.68970  -0.621
C: -0.77223 -2.88177 -4.95790  -0.871
P: -1.54403 -1.51637 -1.12970  2.180
C: -1.77693 -3.25647 -0.61230  -0.500
C: -2.93243 -3.68707 0.03170  -0.379
C: -3.01633 -4.97687 0.52400  -0.748
C: -1.93533 -5.83577 0.41630  -0.512
C: -0.76943 -5.40377 -0.19780  -0.743
C: -0.68663 -4.12037 -0.70250  -0.412
C: -3.29183 -1.03537 -1.48180  -0.667
C: -3.72443 0.10363 -0.81050  0.314
C: -5.01903 0.56693 -0.96250  -0.427
C: -5.89993 -0.11117 -1.78780  -0.725
C: -5.47893 -1.25217 -2.45370  -0.782
C: -4.18423 -1.71827 -2.30140  0.072
H: 0.66727 -2.13337 -6.35000  0.399
H: 1.55477 -0.44057 -4.77290  0.501
H: 0.55047 -0.20587 -2.53250  0.101
H: -2.05603 -3.48557 -3.36060  0.297
H: -1.13883 -3.64377 -5.63110  0.424
H: -3.76953 -3.01197 0.14230  0.384
H: -3.92823 -5.31087 1.00030  0.427
H: -1.99943 -6.83757 0.81550  0.388
H: 0.08137 -6.06577 -0.26260  0.458
H: 0.22787 -3.77517 -1.16850  0.489
H: -3.02293 0.61263 -0.16700  -0.028
H: -5.34083 1.45463 -0.43500  0.488
H: -6.91253 0.24863 -1.90780  0.386
H: -6.16923 -1.78677 -3.09110  0.436
H: -3.87943 -2.61947 -2.81230  0.195

Atoms 1-6, force components in eV/Å:
Tl 0.0809 -0.4280 -0.2363
C -0.0147 -0.0785 -0.0183
N -0.1999 0.1420 0.1333
C 0.0247 -0.0057 0.0437
C -0.2971 0.2963 -0.1134
C 0.0386 -0.0316 0.0510

Values from the calculation:
**LUMO level**: 0.00 eV
**Energy relative to the best compared isomer or geometry (same formula, charge and spin)**: 7.29 kcal/mol
**Molar mass**: 1083.2 g/mol
**Gap between HOMO and LUMO**: 6.3 eV
**Strongest force on any atom**: 1.1 eV Å⁻¹

***

5.
# CH3O2S

A cluster of 2 separate species, CH3O2S in total at a distorted geometry (the ωB97M-V functional and the def2-TZVPD basis, the Open Molecules 2025 dataset).

Each line ends with the natural charge from an NBO analysis.
Geometry (Å):
S: 0.31394 -0.60820 -1.99446  -0.980
H: 0.14376 -1.87918 -1.59718  0.097
O: 0.36444 0.56757 2.41011  -0.609
C: -0.23026 0.14093 1.45425  0.677
O: -0.74773 0.87819 0.47951  -0.780
H: -0.44772 -0.93987 1.37576  0.080
H: -0.30404 0.63112 -0.40559  0.516

Atoms 1-6, force components in eV/Å:
S 0.1605 0.1817 -0.2141
H -0.0646 0.0711 0.1433
O -0.1794 0.1742 0.0970
C -0.0486 -0.3073 0.0940
O 0.5843 0.7028 0.0917
H 0.1424 0.0488 -0.2408

Values from the calculation:
**LUMO level**: 4.17 eV
**Energy relative to the best compared isomer or geometry (same formula, charge and spin)**: 10.65 kcal/mol
**Total charge**: -1
**Molar mass**: 79.1 g/mol
**Gap between HOMO and LUMO**: 7.5 eV
**Strongest force on any atom**: 1.1 eV Å⁻¹